Record 1
The following is a DFT calculation (wB97M-V/def2-TZVPD) of a 6-piece molecular cluster, C53H67ClF40N2O9S overall at a distorted geometry.

Last column: Mulliken charge in e.
Geometry (Å):
C 3.34502 -1.24530 1.89389  0.067
H 4.06186 -6.66250 -8.10561  0.328
H -6.58018 1.64327 -0.62361  0.125
H -3.43808 9.02320 2.42317  0.297
H 2.87390 -5.53717 -8.66453  0.405
H 6.38762 -6.19739 -9.21717  0.266
H -10.88400 -6.27132 -0.13559  0.407
C -5.85083 0.25969 1.05310  -0.071
F -9.17832 -3.38266 -2.18955  -0.292
C 10.15040 -2.27634 -2.98118  0.902
H -4.55451 4.88787 -2.39526  0.277
F -12.77003 -3.56483 2.83465  -0.280
C 7.63413 -3.90475 8.17524  0.880
H -1.69097 1.48377 -3.09656  0.265
C -3.57354 8.44207 -0.07647  -0.539
H 2.01426 0.88654 -3.25490  0.046
H -10.72586 0.99242 2.89632  0.255
H -4.92733 5.56651 -0.77631  0.456
H -2.65957 2.99809 1.84281  0.488
F 4.45360 -4.72218 -10.14744  -0.330
O -9.77037 -4.65763 -0.49881  -0.389
F -10.38705 -4.72065 2.13273  -0.261
F 7.95408 0.25764 6.52671  -0.295
C 10.18607 -1.81359 0.82321  0.357
H 8.19937 -3.08646 -2.80865  0.251
O -5.62177 -1.53298 -1.05665  -0.664
H -4.39524 3.99824 1.02895  0.067
O 3.41460 -5.17645 -6.77883  -0.391
F 5.43628 -1.76056 2.80217  -0.285
Cl -4.29863 1.15586 -2.05620  -0.107
H -1.22535 0.39898 -0.20602  0.598
C 9.11913 -3.13359 -2.22109  -0.645
C 4.29495 -2.21139 -1.54229  0.468
H 0.16987 3.95946 -4.21385  0.324
C -3.23056 4.05512 -0.81023  0.913
F 7.29724 -2.91004 5.09906  -0.268
H -5.22838 3.27707 -0.38671  0.151
C 4.82556 -4.73140 -8.83426  0.892
F 5.63653 -3.63010 -5.88393  -0.241
H -2.85559 2.36810 5.68115  0.393
C 4.82905 -1.48561 1.61043  0.836
F 9.23763 -3.92821 6.39824  -0.174
C 4.23392 -5.55241 -5.70790  0.691
H -2.34171 4.48589 -0.25848  0.136
C -1.47857 0.60701 -2.41811  -0.236
C -3.15996 6.50715 -1.84097  -0.238
C -3.33074 0.87050 -0.50795  0.271
C 7.94542 -1.09396 6.50178  0.707
C -8.92271 -2.41514 -0.06475  0.521
F 10.02911 -0.98768 -2.58594  -0.269
C -12.45562 -3.72315 1.52312  0.074
F 3.19727 -0.18973 2.73430  -0.284
F 4.50804 -3.06332 -2.57504  -0.222
F 7.07521 -4.35217 -9.46535  -0.276
H -3.34648 8.68083 -2.24030  0.403
H -7.51965 0.14025 -0.34539  0.348
C -4.72894 8.01179 0.91432  -0.185
H -3.01705 6.45314 -2.96402  0.403
F 7.38491 -4.56742 9.34239  -0.331
F 3.99882 0.11211 -1.09510  -0.193
C 7.40831 -1.56598 5.14847  0.430
H -11.81400 -4.98345 -0.81898  0.325
O -4.84783 -2.18581 1.06872  -0.823
F 4.71375 -3.45277 -8.40640  -0.264
C 0.90502 4.30540 -0.91551  -0.540
C 0.47790 3.76844 -3.15935  -0.417
H -3.08280 7.38628 4.82465  0.338
F 3.42982 -6.18316 -4.82290  -0.298
H 8.68963 -2.09114 8.83864  0.330
H -1.77489 6.18085 4.20566  0.349
C -3.33866 6.78229 2.70587  0.421
C -3.75061 1.88424 0.65851  1.749
F 12.07420 -2.74321 -1.63344  -0.211
H -13.38685 -3.90860 0.97899  0.262
C -4.31243 2.52868 3.92515  -1.230
C 9.53910 -3.03034 0.15477  0.650
H 9.42561 -1.14685 1.23629  0.204
H -7.62372 2.75835 1.38635  0.290
C -3.84628 7.91432 -1.56945  -0.991
H -7.87747 -2.73270 -0.03031  0.221
F 12.40335 -1.90111 -3.60430  -0.278
H -3.44357 9.55781 -0.13447  0.381
H 0.20060 -0.79361 -2.94856  0.483
H 0.18015 5.95943 -2.42143  0.474
F 11.00779 -2.20581 1.82649  -0.277
F 5.42126 -0.36350 1.14112  -0.265
H 9.38755 -4.19174 -2.21181  0.377
C -4.75819 1.19495 1.71592  -1.385
C -3.48416 2.58607 4.79026  -0.049
F 6.75586 -5.24039 -7.51251  -0.187
F 9.78958 -2.30150 -4.29701  -0.333
F 3.00850 -0.70259 -2.85110  -0.308
C -5.32751 2.21366 2.78526  0.156
O -3.39664 -0.51969 -0.07991  -0.588
C -8.78941 0.94886 2.12860  0.339
H -2.82506 3.43263 -1.64671  -0.288
H 0.49538 0.12111 -1.42744  -0.186
F 8.71710 -5.82483 7.31262  -0.277
F 8.24837 -1.20273 4.14669  -0.249
C -8.04338 1.77699 1.00765  -1.021
F -12.10168 -6.01343 1.81660  -0.334
H -2.04253 -0.31476 -2.74271  0.440
F 9.21640 -1.48068 6.72285  -0.274
F 2.64599 -0.95243 0.78004  -0.174
F -11.00608 -2.89574 -1.15371  -0.278
H -2.59416 8.01152 0.27713  0.211
O 5.40525 -2.33846 -0.70427  -0.192
C -4.12457 8.13246 2.40460  -0.853
C -11.48047 -4.88874 1.35441  0.902
H -1.42044 2.09177 -0.78521  -0.100
C 6.27844 -5.20379 -8.77159  0.076
F 5.71251 -4.75889 -4.02774  -0.288
H -8.76303 -0.13670 1.82314  -0.240
H -5.77443 3.14378 2.35603  0.149
H 1.52649 2.17627 -0.39892  0.404
H -5.02358 8.26268 3.07424  0.372
C -4.23427 3.29343 0.15243  -0.935
H -6.17898 1.67413 3.30493  0.145
H -5.05180 6.94308 0.80733  -0.053
F 6.56278 -4.13335 7.38101  -0.261
H -5.62149 8.67854 0.76961  0.371
C -9.74680 -3.33781 -0.96541  0.599
N 0.88035 2.60570 -2.51688  0.392
S -4.94123 -1.04615 0.13960  1.569
F -8.97029 -1.13606 -0.52244  -0.371
C 0.44820 4.89778 -2.23523  -0.567
F -9.39806 -2.39860 1.20027  -0.328
C 0.95305 1.30445 -3.21799  -0.691
C -2.41390 7.07549 3.98058  -1.384
O 8.72027 -2.67711 -0.92568  -0.328
H -2.63365 6.50087 1.87355  -0.052
C 7.69331 -2.40396 8.51946  -0.702
O -2.53998 2.12264 1.43073  -0.691
H -4.08119 0.49871 2.30457  0.373
F -11.93812 -2.55210 1.10629  -0.187
C 5.15656 -2.65872 0.66612  -0.842
C -1.79435 1.04982 -0.93541  -1.068
O 7.13346 -1.49756 7.56860  -0.396
C 8.90268 -4.50468 7.56804  0.080
H 2.89067 -2.11758 2.37373  0.268
C 4.12920 -0.79079 -2.08695  0.346
H -8.83845 2.07712 0.25699  0.492
H -4.02797 5.92613 2.93951  0.097
H 6.42498 -1.13662 4.94805  0.138
F 5.13114 -6.46962 -6.11849  -0.279
H -8.30897 1.11575 3.14414  0.131
H 11.72283 -3.74340 -3.31587  0.281
C -11.02941 -5.19011 -0.08802  -0.725
C 0.07243 0.21704 -2.47159  -0.193
C -6.95604 0.96953 0.18767  -0.226
F 3.19448 -2.66110 -0.91166  -0.290
F 10.93567 -1.10817 -0.04881  -0.242
N -10.19778 1.45209 2.15295  -0.710
H 6.10787 -3.06752 1.01472  0.429
H 0.57410 1.48877 -4.26053  0.389
H 0.99764 4.86428 0.04183  0.408
H -6.38879 -0.25664 1.90579  0.935
H 4.44759 -3.48267 0.76767  0.321
H 4.13150 -3.68853 -4.59666  0.092
H -2.16210 6.44924 -1.32267  0.007
C 11.60548 -2.73975 -2.89557  0.125
C 3.79809 -5.60305 -8.08669  -0.713
H -10.20010 2.46668 2.30391  0.233
H 7.06585 -2.27552 9.40387  0.407
C 1.16366 2.88002 -1.17980  -0.389
H -4.94704 7.90699 -1.82206  0.331
H 4.98853 -0.50122 -2.69579  0.267
H 9.74783 -4.41586 8.25764  0.260
C -4.06268 5.26714 -1.44552  -1.111
F 8.73183 -3.65157 1.04791  -0.282
C 4.88609 -4.34966 -5.02192  0.528
F 10.43892 -3.95189 -0.23561  -0.285
H -1.72928 7.92374 3.67704  0.343

max |F|: 5.3 eV/Å
DFT total energy: -7699.20237 Ha
Kohn-Sham gap: 8.4321 eV
structure (SMILES): C#CC[C@H]1[C@@H](CCCN)S(=O)(=O)O[C@](Cl)(CCCCn2cccc2)[C@@]1(O)CCCCCCCCCC.FC(F)C(F)(F)COC(F)(F)C(F)F.FC(F)C(F)(F)COC(F)(F)C(F)F.FC(F)C(F)(F)COC(F)(F)C(F)F.FC(F)C(F)(F)COC(F)(F)C(F)F.FC(F)C(F)(F)COC(F)(F)C(F)F
E_HOMO: -8.0659 eV

=====

Record 2
The following is a DFT calculation (wB97M-V/def2-TZVPD) of a 12-piece molecular cluster, C54H109F2N9O14S2 overall at a distorted geometry.

Last column: Mulliken charge in e.
Geometry (Å):
H 16.21127 -18.55383 21.22290  0.536
O 21.92335 -6.75547 20.52822  -0.762
H 13.21957 -12.51330 16.95264  0.075
O 24.50188 -11.01990 15.99953  -0.539
C 24.51607 -13.37823 12.62754  -0.700
H 25.65870 -10.79761 20.10361  0.057
C 13.86106 -11.65454 19.35151  0.046
H 11.90499 -14.08567 20.19710  0.436
C 17.18053 -17.39703 17.89412  -0.557
H 22.16500 -13.77780 17.99557  -0.718
C 14.77663 -17.31182 18.40729  -0.618
H 26.80598 -14.93037 21.70324  0.424
H 13.44576 -8.32551 15.88517  0.447
H 19.31944 -10.92694 14.82766  -0.253
C 19.87968 -10.13258 15.32241  0.310
H 23.86584 -13.18901 19.34897  -0.353
C 15.81414 -17.18609 17.31136  -0.213
H 26.15048 -12.85220 18.94514  0.246
S 21.05438 -16.30353 20.54503  0.729
C 25.71273 -11.08920 16.33902  0.543
C 19.26244 -9.61388 16.58730  0.038
O 20.56489 -15.93011 17.49194  -0.411
H 21.52473 -13.37879 14.57729  -0.577
H 23.77990 -14.64574 15.76670  0.174
C 12.98350 -13.06419 22.56273  -0.614
H 15.65334 -7.54086 16.86559  0.388
C 25.32595 -15.16553 19.41235  -0.867
H 20.62173 -11.97321 22.14641  -0.088
H 12.56358 -12.28423 23.19721  0.324
C 20.47127 -11.48829 19.35000  -0.729
H 25.21055 -14.69313 18.44304  0.367
C 23.26858 -8.26736 19.32123  -0.340
H 26.69709 -14.78272 14.27444  0.281
C 21.75201 -12.85508 17.61338  0.334
C 15.48079 -13.10333 14.51949  -1.507
C 25.83436 -14.44793 21.82702  -1.031
H 14.10042 -16.46118 18.40972  0.243
H 24.58660 -15.92485 19.64240  0.287
S 21.55225 -16.64641 18.29082  0.446
H 16.63025 -12.30027 19.50663  -0.438
H 19.17013 -14.00926 17.70205  0.632
H 26.02427 -13.60288 22.48559  0.490
H 12.30744 -13.91826 22.60772  0.322
C 17.01388 -16.98774 23.42848  0.692
H 22.48255 -15.20002 12.29865  0.477
H 26.20966 -11.17787 21.57256  0.428
H 15.94018 -16.05794 21.30920  -0.840
H 26.50325 -9.22466 17.07087  0.429
N 20.57097 -12.51091 18.43658  1.107
H 17.68313 -7.52591 17.98036  0.384
C 18.21608 -7.40210 17.04525  -1.084
H 23.78960 -7.53573 18.69665  0.424
C 15.66305 -8.37546 16.16876  -0.564
H 12.57335 -13.98027 17.59551  0.279
H 14.49889 -21.34566 20.76371  0.364
C 14.27829 -9.01124 16.04119  -1.113
C 17.27786 -13.17284 19.62755  0.493
H 14.57376 -15.42539 20.25930  -0.154
C 12.49728 -12.89772 17.66978  -0.565
F 21.38641 -15.37844 21.84441  -0.415
H 23.60150 -11.21325 20.77855  -0.416
H 14.42054 -10.95378 21.42868  0.504
H 23.54570 -12.96493 15.19594  0.099
H 26.61005 -13.45843 11.74000  0.377
O 16.29404 -16.06410 23.87222  -0.713
H 17.54154 -18.40182 17.66880  0.462
O 26.59524 -11.67709 15.66044  -0.726
O 19.61798 -8.92742 22.77056  -0.683
C 14.09992 -19.20039 20.75614  -0.162
H 15.99509 -19.42404 19.69761  0.496
N 23.97880 -14.39535 13.65086  0.440
H 24.15826 -13.69629 11.64689  0.434
H 13.10910 -20.96843 21.54213  0.421
H 21.28693 -10.81385 19.55606  0.229
C 26.06028 -13.48921 12.67418  -0.568
O 20.88386 -8.43815 19.50500  -0.513
H 26.45757 -16.35957 23.81110  0.364
N 13.12294 -12.61803 21.19975  0.291
H 26.93730 -15.53974 12.69439  0.487
C 24.09444 -13.89097 15.04609  -0.754
H 17.64630 -8.74922 14.15401  0.477
H 13.57192 -18.56980 21.47749  0.197
O 21.59525 -18.07778 18.27347  -0.623
H 22.31827 -15.59238 14.00279  0.485
C 19.44613 -13.22630 18.38409  -0.534
H 16.38706 -13.86712 21.55965  -0.883
C 25.68073 -11.67660 20.75777  -0.473
H 24.85125 -16.48152 24.43103  0.418
H 26.36481 -12.75207 13.41899  0.250
H 19.20696 -6.95673 17.14166  0.285
H 27.29031 -13.08020 20.29296  0.267
H 13.38676 -19.17246 19.92948  0.512
O 17.46339 -12.77594 15.87259  -0.308
C 17.03499 -17.08840 19.41539  0.250
H 19.98484 -9.01701 17.14750  -0.126
O 21.16676 -17.62806 21.10303  -0.664
C 21.91474 -7.75347 19.78299  0.204
H 13.98782 -14.15238 24.09684  0.425
C 16.78645 -9.37597 16.38651  -0.777
N 18.10928 -8.68128 16.21642  1.237
C 13.88830 -11.57251 20.72406  -0.726
H 11.52437 -12.50395 17.38586  0.307
C 26.28594 -14.88541 13.27024  -0.754
H 14.57480 -12.49186 14.52947  0.251
H 16.73379 -9.68642 17.43094  0.344
N 22.19556 -15.81796 19.63964  0.249
H 17.23918 -16.02795 19.51560  -0.698
H 19.09907 -17.21339 24.17350  0.451
H 18.98555 -17.04380 22.40588  -0.036
H 23.16607 -13.92383 20.80195  -0.240
H 24.74850 -16.38702 22.00266  0.236
O 18.63728 -10.85949 23.21108  -0.740
H 24.78320 -16.21228 14.26332  0.409
C 18.40813 -8.23570 14.73630  -0.602
C 21.56587 -13.64962 13.52449  1.066
C 26.22629 -10.19869 17.47034  -0.636
C 17.33043 -13.64961 21.06584  0.586
H 17.72567 -17.75223 19.92360  0.213
H 15.88994 -7.88109 15.21524  0.446
H 19.53508 -13.14220 13.38371  0.249
H 15.12475 -14.12285 14.36097  0.431
H 20.61021 -8.15714 14.83218  0.358
O 16.58476 -18.06241 22.90762  -0.800
H 14.11757 -9.55099 16.97768  0.102
H 17.79096 -6.59091 16.44800  0.410
H 15.73583 -16.15552 16.95363  -0.325
C 22.54788 -14.78421 13.30336  -1.140
H 14.17517 -9.68297 15.18678  0.345
C 20.90771 -11.00117 22.54645  0.144
H 20.93900 -10.38211 15.31789  0.373
H 18.81753 -10.33681 17.26851  -0.648
H 16.10947 -12.82647 13.67230  0.285
H 20.06400 -14.01332 11.97797  0.449
H 24.24106 -12.06290 22.22650  0.405
H 21.89248 -12.76070 12.97801  0.283
H 24.58112 -16.04672 12.49610  0.486
N 18.58624 -12.66419 19.23492  1.174
C 24.92048 -15.44140 22.52491  0.346
H 14.31564 -16.71868 21.36498  0.221
H 14.18807 -18.22494 18.41171  0.394
H 23.21074 -9.13326 18.64989  -0.223
O 19.71567 -15.79728 20.32806  -0.108
H 18.39384 -7.16571 14.56023  0.322
C 16.23856 -13.00679 15.87892  0.266
C 23.98741 -13.31803 20.42445  0.468
F 22.82970 -16.32335 17.35411  -0.337
H 25.33748 -9.91947 18.05677  -0.162
C 15.51203 -18.74495 20.40039  -1.135
C 26.25154 -12.89580 20.02781  -0.525
H 17.66914 -12.78453 21.65755  0.575
C 24.92133 -15.55476 13.40600  -0.614
H 15.63471 -17.82309 16.44527  0.545
H 14.65411 -14.48310 22.66142  -0.015
H 18.74352 -15.71288 23.49897  0.277
C 12.56529 -13.23635 20.15337  -0.315
H 21.34489 -10.48138 21.68635  -0.375
C 14.27566 -13.60643 23.19748  -0.778
H 25.14266 -13.63959 15.20995  0.310
H 26.88011 -10.62213 18.22974  0.313
H 15.05149 -12.85369 23.29990  0.417
H 18.53778 -10.94462 20.42958  0.691
H 16.82418 -10.21344 15.69160  0.235
H 26.31388 -15.60753 19.54438  0.319
C 19.80128 -8.79515 14.48284  -1.105
O 15.51377 -13.30547 16.86986  -0.261
H 25.71216 -14.90480 24.46591  0.368
C 24.24568 -12.01257 21.13905  0.422
H 20.02716 -9.15066 13.47801  0.531
H 16.85428 -13.88467 18.91821  -0.056
N 12.86558 -12.56598 19.05268  0.311
C 25.51613 -15.81062 23.89003  -1.597
H 23.89894 -8.50697 20.17927  0.207
C 15.06548 -16.28927 20.70230  0.101
C 20.14740 -13.98507 13.06422  -1.445
C 14.11876 -20.56305 21.43121  -1.555
H 19.86202 -14.91899 13.54652  0.330
H 23.89942 -15.08146 22.67354  0.116
H 18.09545 -14.38301 21.32009  -0.489
H 21.47550 -12.98503 16.57185  -0.255
H 17.86342 -16.72569 17.37507  0.210
H 21.52303 -10.96396 23.44206  0.568
C 18.52992 -16.77741 23.34881  -0.758
H 24.01967 -12.44353 12.87113  0.448
C 19.64426 -10.17007 22.84758  0.255
N 25.31395 -14.07833 20.46553  0.476
H 14.64990 -20.57291 22.37850  0.329
N 15.53312 -17.34378 19.74195  1.467
C 19.14964 -11.51951 19.74884  -0.992
H 14.36850 -11.09927 18.58440  0.180
H 22.50875 -12.07321 17.68367  0.485

max |F|: 8.7 eV/Å
DFT total energy: -4664.90276 Ha
Kohn-Sham gap: 4.8362 eV
E_HOMO: -5.2525 eV